1.
{"formula": "C20H46BeBr2CaCsF2LiNNaO14P3", "method": "ωB97M-V/def2-TZVPD", "total_charge": 1, "e_homo_ev": -7.644, "orbital_gap_ev": 1.74, "e_lumo_ev": -5.90, "species": ["C", "C", "O", "O", "C", "C", "C", "C", "C", "P", "C", "C", "C", "N", "C", "C", "O", "O", "P", "O", "O", "O", "H", "H", "H", "H", "H", "H", "H", "H", "H", "H", "H", "H", "H", "H", "H", "H", "H", "H", "H", "H", "H", "H", "H", "H", "H", "H", "H", "H", "Li", "F", "Ca", "Br", "C", "C", "Br", "H", "H", "H", "H", "O", "P", "O", "O", "O", "Be", "F", "C", "O", "C", "C", "O", "C", "C", "O", "C", "H", "H", "H", "H", "H", "H", "H", "H", "H", "H", "H", "H", "H", "H", "Na", "Cs"], "xyz": [[-3.226, 0.054, 4.162], [-1.993, 0.146, 4.993], [-1.614, -0.766, 5.589], [-1.149, 1.317, 5.093], [-1.853, 2.599, 5.183], [-1.355, 3.499, 4.057], [-1.678, 3.122, 2.648], [-0.884, 1.941, 1.996], [0.502, 1.545, 2.570], [1.910, 1.580, 1.260], [0.906, 0.603, 0.000], [0.420, -0.808, 0.526], [1.252, -1.942, -0.163], [1.372, -3.189, 0.595], [2.825, -0.024, 1.938], [3.984, 0.391, 2.841], [5.148, 0.379, 2.469], [3.764, 0.733, 4.096], [1.288, 3.601, 0.554], [0.316, 3.656, -0.521], [0.848, 4.490, 1.831], [2.625, 4.362, -0.017], [-3.350, 0.918, 3.523], [-4.099, 0.058, 4.818], [-3.207, -0.814, 3.520], [-2.928, 2.509, 5.284], [-1.508, 3.090, 6.109], [-0.286, 3.684, 4.240], [-1.820, 4.462, 4.249], [-1.535, 4.006, 2.026], [-2.740, 2.898, 2.572], [-1.534, 1.072, 2.082], [-0.884, 2.161, 0.920], [0.875, 2.196, 3.385], [0.407, 0.572, 3.070], [3.043, 1.675, 0.271], [2.792, 2.340, 2.223], [1.572, 0.383, -0.873], [0.047, 1.093, -0.437], [-0.594, -0.959, 0.174], [0.365, -0.893, 1.602], [0.657, -2.216, -1.137], [2.287, -1.610, -0.526], [1.868, -3.074, 1.463], [0.441, -3.564, 0.733], [2.254, -0.729, 2.533], [3.287, -0.543, 1.071], [4.651, 0.689, 4.478], [1.241, 4.115, 2.627], [3.307, 4.265, 0.660], [5.831, 2.214, 4.037], [-5.325, -0.693, 3.574], [0.687, 1.575, 5.801], [-2.325, 2.350, -0.794], [-4.163, 2.177, -1.435], [-5.126, 2.936, -0.571], [-5.471, 1.964, 1.073], [-4.385, 1.116, -1.481], [-4.146, 2.587, -2.442], [-6.092, 3.020, -1.064], [-4.770, 3.926, -0.303], [-0.545, -3.588, 4.633], [-1.719, -3.739, 3.672], [-1.672, -2.642, 2.615], [-3.007, -3.635, 4.472], [-1.641, -5.094, 2.982], [-5.344, 0.577, 5.670], [-0.673, 5.865, 2.338], [1.273, 0.048, -4.863], [0.788, -1.212, -5.299], [-0.041, -1.089, -6.462], [-0.083, -2.397, -7.213], [1.068, -2.626, -8.012], [2.259, -2.975, -7.325], [2.245, -4.382, -6.777], [1.502, -4.432, -5.561], [1.044, -5.744, -5.273], [0.445, 0.709, -4.592], [1.902, -0.116, -3.982], [1.886, 0.513, -5.639], [0.341, -0.303, -7.118], [-1.050, -0.822, -6.130], [-0.915, -2.351, -7.917], [-0.274, -3.240, -6.545], [2.497, -2.245, -6.548], [3.050, -2.915, -8.074], [3.271, -4.703, -6.561], [1.805, -5.055, -7.519], [0.383, -6.103, -6.065], [0.477, -5.708, -4.343], [1.886, -6.432, -5.149], [4.896, 0.078, 0.464], [1.217, -2.489, -2.629]], "mulliken_charge": [-0.5259, 0.4054, -0.4275, 0.0280, -0.6661, -0.2221, -1.0244, 0.5620, -1.5125, 0.7394, -0.5426, 0.0993, -2.9973, -0.5504, -0.9106, 0.2134, -0.8418, -0.2725, 1.1693, -0.6414, -0.3294, -0.6544, 0.2364, 0.4534, 0.1525, 0.2099, 0.4085, -0.1808, 0.5368, 0.6900, 0.6832, 0.7958, -2.2682, 0.2417, 1.0524, 0.0046, 0.2240, 0.5774, -0.0051, 0.6371, 0.0169, 1.4922, 0.1762, 0.2581, 0.3254, 0.4791, 0.1252, 0.1311, 0.3148, 0.3375, 0.7682, -0.7526, 1.1250, 0.1774, -0.6689, -0.6323, -0.1165, 0.4082, 0.3554, 0.3750, 0.3905, -0.4745, 0.7223, -0.3226, -0.3781, -0.5071, -0.0085, -0.7804, -1.0626, -0.0485, -0.6653, -0.3819, -0.4765, -0.3075, -0.6202, -0.0828, -0.8538, 0.3467, 0.3593, 0.3396, 0.3670, 0.4207, 0.4208, 0.1356, 0.0627, 0.3974, 0.3983, 0.3736, 0.3158, 0.2532, 0.3308, 0.8853, 1.2078]}

---

2.
{"formula": "C5H14O2", "method": "ωB97M-V/def2-TZVPD", "total_charge": -1, "e_homo_ev": [0.973, -4.931], "orbital_gap_ev": [2.03, 7.87], "e_lumo_ev": [3.01, 2.94], "s2": 0.75, "multiplicity": 2, "species": ["C", "C", "C", "C", "C", "H", "H", "H", "H", "H", "H", "H", "H", "H", "H", "H", "H", "O", "H", "H", "O"], "xyz": [[2.221, -1.098, 0.998], [2.459, 0.337, 0.451], [1.262, 1.139, 0.027], [0.495, 0.898, -1.081], [1.161, 2.587, 0.492], [3.169, -1.570, 1.471], [1.398, -1.449, 1.542], [1.970, -1.533, 0.010], [3.032, 0.880, 1.233], [3.018, 0.295, -0.471], [-0.001, 1.542, -1.624], [0.440, -0.075, -1.478], [0.761, 2.630, 1.523], [2.061, 3.181, 0.495], [0.494, 3.278, -0.004], [-6.170, -1.275, -0.796], [-7.362, -1.928, -0.123], [-6.934, -1.753, -0.989], [-0.911, -1.884, -1.209], [-1.259, -1.756, 0.088], [-1.304, -2.445, -0.556]], "mulliken_spin": [0.7092, 1.2531, -0.5706, 1.2661, 0.7014, -0.1035, -0.3916, -0.0649, -0.2215, -0.4025, -0.0289, -0.7910, -0.1327, -0.2256, -0.0112, -0.0491, -0.0133, 0.1069, -0.0075, -0.0063, -0.0166]}

---

3.
{"formula": "C3H3NO2S2", "method": "ωB97M-V/def2-TZVPD", "total_charge": 0, "smiles": "O=CONC(=S)C=S", "e_homo_ev": -9.038, "orbital_gap_ev": 7.62, "e_lumo_ev": -1.42, "species": ["O", "C", "O", "N", "C", "S", "C", "S", "H", "H", "H"], "xyz": [[-1.348, -1.609, -2.485], [-1.028, -0.455, -2.462], [-0.491, 0.175, -1.400], [-0.327, -0.681, -0.313], [-0.072, -0.183, 0.902], [-0.160, -1.119, 2.249], [0.432, 1.214, 1.035], [1.589, 1.893, 0.144], [-1.095, 0.260, -3.278], [-0.764, -1.577, -0.467], [-0.002, 1.698, 1.886]], "mulliken_charge": [-0.4953, 0.1857, -0.0990, -0.1149, 0.3479, -0.2943, -0.3185, -0.1787, 0.3479, 0.2780, 0.3411]}

---

4.
{"formula": "C22H27N3O2", "method": "ωB97M-V/def2-TZVPD", "total_charge": 0, "smiles": "CCCCN1CCC[C@@H]1CNC(=O)c1cc(C#N)c2ccccc2c1OC", "e_homo_ev": -8.295, "orbital_gap_ev": 8.29, "e_lumo_ev": -0.01, "species": ["C", "C", "C", "C", "N", "C", "C", "C", "C", "C", "N", "C", "O", "C", "C", "C", "C", "N", "C", "C", "C", "C", "C", "C", "C", "O", "C", "H", "H", "H", "H", "H", "H", "H", "H", "H", "H", "H", "H", "H", "H", "H", "H", "H", "H", "H", "H", "H", "H", "H", "H", "H", "H", "H"], "xyz": [[-2.285, -3.032, 2.519], [-1.633, -3.330, 1.175], [-0.368, -2.501, 0.967], [0.276, -2.800, -0.385], [1.442, -1.973, -0.624], [2.576, -2.264, 0.255], [3.841, -2.186, -0.612], [3.360, -1.497, -1.885], [1.916, -1.988, -2.003], [1.043, -1.096, -2.905], [0.686, 0.132, -2.239], [-0.541, 0.306, -1.689], [-1.511, -0.360, -1.997], [-0.563, 1.369, -0.632], [0.318, 1.105, 0.434], [0.357, 1.891, 1.561], [1.260, 1.564, 2.593], [2.011, 1.278, 3.412], [-0.507, 3.017, 1.673], [-0.511, 3.845, 2.811], [-1.350, 4.924, 2.883], [-2.216, 5.215, 1.822], [-2.232, 4.424, 0.705], [-1.382, 3.306, 0.600], [-1.404, 2.470, -0.569], [-2.241, 2.913, -1.524], [-2.320, 2.293, -2.787], [-3.182, -3.632, 2.652], [-1.599, -3.254, 3.334], [-2.560, -1.982, 2.583], [-2.338, -3.109, 0.371], [-1.384, -4.393, 1.118], [-0.625, -1.441, 1.008], [0.339, -2.706, 1.773], [-0.456, -2.585, -1.167], [0.529, -3.876, -0.443], [2.601, -1.523, 1.062], [2.480, -3.256, 0.714], [4.644, -1.642, -0.119], [4.200, -3.189, -0.846], [3.955, -1.754, -2.759], [3.379, -0.414, -1.755], [1.912, -3.010, -2.428], [1.586, -0.876, -3.829], [0.106, -1.597, -3.156], [1.452, 0.651, -1.837], [0.955, 0.234, 0.366], [0.162, 3.611, 3.623], [-1.348, 5.555, 3.760], [-2.874, 6.068, 1.891], [-2.899, 4.641, -0.114], [-2.773, 1.301, -2.723], [-2.949, 2.949, -3.389], [-1.333, 2.205, -3.250]], "mulliken_charge": [-1.3493, -0.4481, -0.0517, -1.5744, 0.9601, -0.6035, -0.9025, -0.5758, -0.2322, -1.3012, -0.0766, 0.1517, -0.6355, 1.1555, -0.2706, 0.1980, -0.3995, -0.6188, 0.6223, -1.0354, -0.5924, -0.6682, -0.7632, 0.7681, 0.3066, -0.5541, -0.8778, 0.4074, 0.3317, 0.3175, 0.3296, 0.3363, -0.0070, 0.3984, 0.3942, 0.4909, 0.2737, 0.3546, 0.3617, 0.3478, 0.4317, 0.2382, 0.2694, 0.4272, 0.4890, 0.2981, 0.2433, 0.4330, 0.3994, 0.4036, 0.4543, 0.3170, 0.3011, 0.3261]}